# 1
Below is C19H40B3BrCdO3 as an isolated structure, with properties calculated with ωB97M-V/def2-TZVPD.

CARTESIAN COORDINATES (ANGSTROEM)
C (-7.21222, 1.36811, 3.94179)
C (-6.06839, 1.54995, 2.95748)
C (-6.62869, 1.70279, 1.53634)
C (-5.50534, 1.78970, 0.47379)
C (-5.69043, 0.72156, -0.59789)
C (-4.64266, 0.70152, -1.75086)
C (-3.46738, 1.67002, -1.64627)
C (-2.55126, 1.54436, -2.87652)
C (-1.04766, 1.64267, -2.56682)
C (-0.25092, 2.11880, -3.77696)
C (1.09034, 2.78666, -3.43569)
C (2.10909, 1.78705, -2.83798)
C (2.31144, 1.92743, -1.32201)
C (3.77257, 1.57469, -0.90494)
C (3.86563, 0.34313, 0.00629)
C (5.24090, 0.33267, 0.72589)
B (5.72465, -1.15547, 0.77902)
O (6.50093, -1.70069, -0.21783)
B (6.19450, -2.96779, -0.65548)
O (5.69725, -3.85159, 0.29839)
B (5.06363, -3.33328, 1.39105)
C (4.00370, -4.19998, 2.25241)
Br (2.56593, -4.53661, 1.00614)
C (4.53761, -5.47397, 2.92717)
C (5.86278, -6.00927, 2.39706)
O (5.26331, -2.02931, 1.77286)
H (-6.86795, 0.78822, 4.88195)
H (-8.06334, 0.82428, 3.53170)
H (-7.57882, 2.28869, 4.39966)
H (-5.48980, 2.43397, 3.23037)
H (-5.37046, 0.70664, 2.97573)
H (-7.28567, 0.85718, 1.32029)
H (-7.24112, 2.60523, 1.49524)
H (-4.52472, 1.69568, 0.94591)
H (-5.53338, 2.78573, 0.02961)
H (-5.68989, -0.25929, -0.11022)
H (-6.68607, 0.84264, -1.02883)
H (-5.17758, 0.92831, -2.67659)
H (-4.25343, -0.31099, -1.86904)
H (-3.84147, 2.69381, -1.58291)
H (-2.88967, 1.49176, -0.73424)
H (-2.81771, 2.32555, -3.59254)
H (-2.74487, 0.59489, -3.38419)
H (-0.69073, 0.65671, -2.25270)
H (-0.88655, 2.31575, -1.71737)
H (-0.83687, 2.85934, -4.33446)
H (-0.06748, 1.28247, -4.45598)
H (0.89879, 3.60134, -2.73255)
H (1.50390, 3.24414, -4.33350)
H (1.78985, 0.76235, -3.05001)
H (3.05658, 1.91193, -3.36705)
H (1.62243, 1.25969, -0.80032)
H (2.08986, 2.94495, -1.00094)
H (4.38480, 1.39952, -1.79010)
H (4.21072, 2.43452, -0.39391)
H (3.70985, -0.56001, -0.59436)
H (3.06808, 0.36528, 0.75019)
H (5.15409, 0.79103, 1.70989)
H (5.97251, 0.91015, 0.15615)
H (6.26574, -3.28424, -1.79226)
H (3.57347, -3.50436, 2.97212)
H (4.61881, -5.24611, 3.99352)
H (3.78479, -6.25843, 2.83796)
H (6.11681, -6.93393, 2.91292)
H (5.79939, -6.22686, 1.33039)
H (6.68330, -5.30807, 2.55994)
Cd (-6.50551, -1.01261, 5.68412)

Cartesian forces, eV/Å:
-0.2 0.0 -0.1
0.1 0.0 0.0
0.1 0.2 0.0
-0.1 0.1 0.0
0.1 0.0 0.0
-0.2 0.2 -0.1
0.0 -0.1 0.0
0.0 0.0 0.0
0.0 0.0 0.0
0.1 -0.1 0.0
-0.1 0.0 0.1
-0.1 -0.1 0.0
0.1 -0.2 -0.1
-0.1 0.1 0.1
0.0 0.1 0.0
0.2 0.0 0.0
0.5 -0.1 0.4
-0.6 0.2 -0.6
0.4 -0.1 0.4
-0.6 0.1 -0.3
0.6 0.0 0.2
0.2 0.0 0.3
0.0 0.0 -0.1
-0.1 -0.1 -0.1
0.0 0.0 0.0
-0.7 0.1 -0.3
0.2 0.1 0.0
0.1 -0.1 0.0
0.0 0.0 0.0
0.0 -0.1 0.0
-0.1 -0.1 0.0
0.0 0.0 0.0
-0.1 -0.1 0.0
0.0 0.0 0.0
0.0 0.0 0.0
0.0 0.0 0.0
0.0 0.0 0.0
0.1 0.0 0.0
0.0 0.0 0.0
0.1 0.0 0.1
0.0 -0.1 0.0
-0.1 0.0 0.0
0.0 0.0 0.0
0.0 0.1 0.1
-0.1 0.1 -0.1
0.0 0.0 0.0
-0.1 0.0 -0.1
0.1 0.0 0.0
0.0 0.0 0.0
0.1 0.0 -0.1
0.0 0.1 0.0
-0.1 0.1 0.0
0.0 0.0 0.0
0.1 0.0 0.0
0.0 0.0 0.0
0.0 0.0 0.0
0.0 0.0 0.0
0.0 0.0 0.0
0.0 0.0 0.0
0.2 -0.1 0.0
0.0 0.0 0.0
0.1 0.0 0.0
0.0 0.0 0.1
0.0 0.0 0.0
0.0 0.0 0.0
0.0 0.0 0.0
-0.1 0.0 0.0

The net charge is +2. Its highest occupied orbital energy is -13.513 eV. The calculation puts the frontier orbital gap at 1.27 eV.

---

# 2
Below is C19H40BiNOP3 as an isolated structure, with properties calculated with ωB97M-V/def2-TZVPD.

CARTESIAN COORDINATES (ANGSTROEM)
Bi (1.25492, -0.10259, 0.00326)
P (2.23102, -1.98943, 1.75638)
P (1.27597, -1.12991, -2.46275)
P (-1.09734, -0.84519, 0.97442)
H (0.32400, 4.07755, 1.43871)
C (-0.25216, 3.76982, 2.31688)
C (0.35639, 3.39559, 3.46124)
H (1.44149, 3.46977, 3.59433)
C (3.99795, -1.93185, 2.19633)
C (2.09088, -3.73922, 1.28138)
C (1.57401, -1.85282, 3.46150)
C (0.36395, -0.05300, -3.58280)
C (2.87865, -1.25062, -3.28184)
C (0.37525, -2.68623, -2.63934)
C (-1.49858, 0.01467, 2.52510)
C (-1.45588, -2.60930, 1.19008)
C (-2.42880, -0.26264, -0.08031)
H (-1.34916, 3.71825, 2.21554)
H (-0.22777, 3.06057, 4.34568)
H (4.17455, -1.21811, 3.00911)
H (4.59151, -1.62443, 1.33382)
H (4.32250, -2.93118, 2.50859)
H (2.48964, -3.85948, 0.26854)
H (1.05547, -4.08363, 1.28738)
H (2.68799, -4.36254, 1.95702)
H (1.85929, -0.87708, 3.87461)
H (2.01426, -2.62981, 4.10008)
H (0.48718, -1.93447, 3.52194)
H (0.38632, -0.45947, -4.59748)
H (0.75522, 0.96686, -3.63088)
H (-0.66880, -0.07146, -3.22940)
H (2.66328, -1.68617, -4.26676)
H (3.55271, -1.89832, -2.70289)
H (3.30216, -0.24116, -3.40486)
H (0.54688, -3.03124, -3.66179)
H (-0.70511, -2.57035, -2.49420)
H (0.74265, -3.44781, -1.94625)
H (-2.58425, -0.07683, 2.66976)
H (-1.22659, 1.07927, 2.48277)
H (-0.97342, -0.45685, 3.36299)
H (-2.54199, -2.69236, 1.33817)
H (-0.92931, -3.01057, 2.06602)
H (-1.16956, -3.17589, 0.29103)
H (-3.38547, -0.62397, 0.31360)
H (-2.31672, -0.59019, -1.11810)
H (-2.39555, 0.82930, -0.06947)
C (-3.45339, 1.67809, -2.43068)
C (-3.80251, 2.03750, -3.74415)
C (-4.90438, 2.85292, -3.94736)
C (-5.61175, 3.33346, -2.84502)
C (-5.36305, 2.83948, -1.56501)
C (-4.34844, 1.89844, -1.37802)
O (-2.15277, 1.30640, -2.16454)
H (-1.47465, 1.67457, -2.76245)
H (-3.19061, 1.69745, -4.57328)
H (-5.21723, 3.14153, -4.95058)
H (-6.35896, 4.10731, -2.95888)
H (-5.96216, 3.14790, -0.70204)
H (-4.23090, 1.41024, -0.42144)
C (5.33379, 1.92255, 2.26044)
C (4.10035, 1.39594, 1.75785)
N (3.12132, 0.95282, 1.32098)
H (5.33747, 1.93399, 3.35847)
H (5.40036, 2.95293, 1.88765)
H (6.18789, 1.34099, 1.88097)

Cartesian forces, eV/Å:
-0.1 0.7 0.6
0.8 -1.1 1.2
-0.5 -0.7 -1.2
-1.8 -0.3 0.1
-0.2 0.1 0.4
0.2 -0.8 0.6
-0.7 0.1 -0.3
-0.4 0.0 -0.1
0.5 0.7 -0.6
-0.4 0.0 -0.6
-0.7 0.5 -0.1
-0.4 0.4 0.4
0.3 -0.2 0.6
0.2 -0.4 0.1
0.5 -0.1 0.3
0.3 -0.2 0.1
0.3 -0.1 -0.2
0.6 0.2 0.1
0.5 0.4 -0.7
-0.1 -0.2 -0.2
0.2 -0.1 0.1
-0.2 0.2 0.0
0.0 -0.1 0.1
0.1 0.0 0.0
-0.2 0.2 0.0
0.0 -0.1 -0.1
0.1 0.0 -0.4
0.2 -0.1 0.0
0.1 -0.2 0.1
0.0 -0.1 0.1
-0.1 0.2 -0.2
0.2 0.1 0.2
0.0 0.2 -0.4
-0.1 -0.4 0.1
-0.1 -0.1 0.0
0.2 0.2 0.0
0.0 0.0 -0.1
0.3 0.0 0.0
0.0 -0.3 -0.1
-0.2 0.3 -0.1
0.3 -0.1 0.0
-0.2 0.0 -0.2
-0.1 0.2 0.3
0.2 0.0 0.1
-0.1 0.0 0.3
-0.1 -0.3 0.0
-0.8 1.3 -1.2
0.1 -0.1 0.7
-0.4 0.1 0.2
-0.1 0.2 0.3
-0.2 -0.6 -0.3
0.4 0.4 -0.2
1.6 -0.9 -0.1
-1.4 0.2 0.0
0.1 0.2 0.0
0.2 0.0 0.2
-0.1 -0.2 -0.2
0.1 -0.1 -0.5
0.1 0.4 0.1
0.5 0.5 0.1
-1.3 -0.8 -0.6
1.8 0.8 1.1
0.0 0.0 -0.3
0.2 -0.1 0.2
-0.3 0.2 0.1

The net charge is +3. Its highest occupied orbital energy is -14.881 eV. The calculation puts the frontier orbital gap at 4.33 eV.

---

# 3
Below is C19H40HgNO9S3 as an isolated structure, with properties calculated with ωB97M-V/def2-TZVPD.

CARTESIAN COORDINATES (ANGSTROEM)
Hg (-1.48807, 1.34314, -0.03581)
O (1.37163, -1.58188, -0.73444)
C (0.61490, -0.50919, -0.61620)
O (0.81396, 0.35975, 0.25678)
O (-0.39159, -0.35038, -1.31646)
H (1.96887, -1.51553, 0.01422)
C (2.78126, -2.51533, 3.65932)
C (2.45280, -2.60517, 2.17711)
N (3.57110, -2.02668, 1.32669)
C (3.91501, -0.66910, 1.67187)
C (4.46357, -0.00234, 0.39005)
C (4.75274, -2.87403, 1.29607)
C (4.59207, -4.36028, 0.99780)
H (3.20524, -1.56570, 3.98570)
H (3.51101, -3.28156, 3.92096)
H (1.89369, -2.66003, 4.27526)
H (2.19039, -3.62135, 1.88281)
H (1.54255, -2.02385, 2.03017)
H (3.04044, -0.07655, 1.94043)
H (4.63402, -0.57181, 2.48528)
H (4.92199, 0.89618, 0.80311)
H (5.25662, -0.56510, -0.10238)
H (3.71042, 0.25489, -0.35472)
H (5.06939, -2.90379, 2.33864)
H (5.56065, -2.47169, 0.68491)
H (3.97100, -4.30770, 0.10359)
H (4.12149, -4.95789, 1.77852)
H (5.57680, -4.77406, 0.78057)
C (-6.30602, -1.20320, -3.00613)
C (-6.86239, -0.62092, -1.71714)
C (-5.76648, -0.72734, -0.59884)
S (-4.12289, -0.79893, -1.47173)
O (-3.56166, -2.11896, -1.26367)
O (-3.25726, 0.35715, -1.22043)
C (-4.89931, -0.60416, -3.14800)
H (-6.97350, -0.99343, -3.84193)
H (-6.26439, -2.28869, -2.91642)
H (-7.65824, -1.30116, -1.41383)
H (-7.20759, 0.39347, -1.91703)
H (-5.82555, -1.59787, 0.05446)
H (-5.71772, 0.18201, 0.00015)
H (-4.13876, -1.07578, -3.77030)
H (-4.98073, 0.47630, -3.26662)
C (1.37380, 1.68558, 4.70893)
C (0.27489, 0.53194, 4.80999)
C (-1.07172, 1.22805, 4.46361)
S (-0.60508, 2.64598, 3.37387)
O (-0.94600, 3.92067, 4.00449)
O (-1.04131, 2.26396, 2.03295)
C (1.22677, 2.42766, 3.40796)
H (2.34767, 1.21396, 4.84028)
H (1.21879, 2.27041, 5.61559)
H (0.21959, 0.12876, 5.82118)
H (0.55330, -0.24370, 4.09658)
H (-1.60475, 1.66899, 5.30595)
H (-1.68045, 0.61275, 3.80106)
H (1.62974, 3.43962, 3.44855)
H (1.43731, 1.83358, 2.51868)
C (-0.05073, 3.28811, -5.35666)
C (0.77259, 2.24197, -4.66108)
C (-0.14195, 1.05114, -4.38261)
S (-1.65212, 1.91476, -3.77241)
O (-1.50985, 2.13555, -2.32661)
O (-2.90035, 1.29059, -4.31576)
C (-1.36850, 3.54734, -4.56831)
H (-0.25043, 2.99803, -6.38820)
H (0.63765, 4.12349, -5.48461)
H (1.11914, 2.66380, -3.71764)
H (1.45989, 1.91452, -5.44113)
H (0.20366, 0.34182, -3.63059)
H (-0.36790, 0.54975, -5.32370)
H (-1.16275, 4.31559, -3.82295)
H (-2.20236, 3.85387, -5.19983)

Cartesian forces, eV/Å:
0.8 -0.9 -1.1
0.6 -0.5 -0.2
-2.3 1.6 0.1
1.8 0.7 2.5
-1.2 -1.1 -1.7
0.3 -0.1 -0.1
0.8 -0.2 0.6
-0.7 0.4 -0.8
0.2 -1.5 3.8
-0.6 1.5 -2.2
0.7 0.5 0.6
0.6 -1.2 0.1
-0.7 0.7 -0.9
-0.1 0.1 -0.3
-0.1 -0.1 0.1
-0.1 -0.2 -0.3
0.5 0.1 -0.2
0.1 0.4 -0.4
-0.3 -0.5 0.1
0.2 -0.6 -0.1
0.0 0.3 -0.6
-0.1 0.0 0.1
-0.1 -0.1 0.3
0.3 0.8 0.4
-0.3 0.4 0.1
0.1 -1.1 -0.3
0.0 0.2 0.0
-0.2 0.0 -0.1
1.0 -0.4 0.0
0.5 -1.0 0.7
0.5 1.2 -0.5
-2.2 -1.5 -0.5
-0.1 0.9 -0.2
0.0 0.6 0.7
0.4 -0.2 1.0
0.3 0.2 -0.1
0.2 -0.1 -0.1
-0.4 0.6 0.1
0.0 0.0 0.5
0.0 0.0 -0.3
-0.1 -0.1 0.2
-0.4 0.2 -0.5
0.4 -0.1 -0.3
-0.3 -1.9 1.3
0.3 1.7 -0.3
0.9 0.1 -1.0
0.8 0.7 2.1
0.1 -1.8 -1.4
-0.8 0.3 -1.2
-1.6 0.3 0.6
0.2 0.2 -0.2
0.1 0.6 -0.3
0.2 -0.1 -0.2
-0.4 -0.1 0.0
0.0 -0.3 0.0
-0.3 0.1 0.4
0.2 -0.2 -0.4
0.3 0.2 0.0
-0.4 0.7 -0.7
-0.7 -0.9 -0.3
-0.5 0.7 0.2
-2.2 -0.9 -1.5
0.0 0.3 0.0
2.7 1.3 1.4
1.4 -0.2 -0.4
-0.3 -0.3 0.1
-0.6 0.6 0.3
0.8 -0.2 -0.2
0.9 0.1 0.9
-0.3 0.1 0.1
-0.4 0.0 0.2
-0.3 -0.3 0.3
0.0 -0.4 0.2

Its spin multiplicity is 2. The expectation value of S² is 0.7542. The net charge is +2. Its highest occupied orbital energy (spin up / spin down) is -14.657 / -14.655 eV. The calculation puts the frontier orbital gap (spin up / spin down) at 7.91 / 5.28 eV. The calculation puts the relative energy (zero: lowest compared OMol25 entry of this formula, charge and spin) at 0.0000 eV.

---

| no. | molar mass (g mol⁻¹) |
| --- | --- |
| 1 | 541.28 |
| 2 | 600.44 |
| 3 | 723.32 |